Record 1
Density functional theory data (ωB97M-V/def2-TZVPD) for C24H36P2ReSi as an isolated structure in a non-equilibrium geometry.

Last column: Löwdin spin population.
CARTESIAN COORDINATES (ANGSTROEM)
C -0.623 -1.465 -0.419  0.031
C 0.677 -1.777 -0.939  0.107
C 1.560 -1.834 0.165  0.054
H 1.014 -1.808 -1.961  0.015
C 0.870 -1.569 1.372  0.067
C -0.509 -1.351 1.025  0.034
H -1.258 -1.065 1.733  0.008
H -1.484 -1.275 -1.013  0.009
H 2.635 -1.935 0.119  0.016
H 1.366 -1.512 2.332  0.012
Re 0.616 0.126 0.112  1.794
C 3.140 3.210 0.713  0.027
H 3.310 2.261 1.232  0.012
H 2.142 3.619 0.968  0.001
H 3.114 2.827 -0.333  0.012
Si 3.932 -0.204 -0.956  0.321
C 5.194 1.023 -2.094  0.054
C 5.565 0.194 -3.158  0.023
H 5.182 -0.829 -3.249  0.005
C 6.383 0.670 -4.211  0.005
H 6.615 -0.005 -5.022  0.000
C 6.878 1.975 -4.263  0.009
H 7.545 2.324 -5.072  0.001
C 6.527 2.799 -3.183  0.002
H 6.889 3.821 -3.193  0.000
C 5.763 2.338 -2.076  0.009
H 5.546 3.058 -1.262  0.001
C 5.461 -0.482 0.385  0.037
C 6.845 -0.406 0.166  0.009
H 7.281 0.019 -0.730  0.000
C 7.774 -0.838 1.131  0.001
H 8.840 -0.915 0.942  0.000
C 7.357 -1.291 2.381  0.005
H 8.026 -1.810 3.096  0.000
C 6.010 -1.081 2.678  0.000
H 5.682 -1.326 3.675  0.000
C 5.089 -0.648 1.716  0.008
H 4.073 -0.397 1.990  0.004
H 3.594 -1.589 -1.785  0.045
H 3.960 3.877 0.964  0.003
C 0.626 2.148 3.262  0.011
P -0.270 1.860 1.696  0.058
C -1.980 1.584 2.319  0.005
C -0.473 3.609 1.005  0.013
C -0.474 3.583 -0.523  0.021
P -0.521 1.776 -1.222  0.094
C -0.008 1.867 -2.911  0.028
C -2.362 1.588 -1.321  0.013
H 0.776 1.157 3.718  0.000
H 0.037 2.791 3.938  0.001
H 1.601 2.607 3.044  0.000
H -2.310 2.522 2.802  0.000
H -2.660 1.307 1.501  0.000
H -1.925 0.764 3.051  0.000
H -1.398 4.062 1.425  0.001
H 0.392 4.210 1.339  0.000
H -1.331 4.123 -0.970  0.001
H 0.487 3.971 -0.904  0.000
H -0.575 1.098 -3.446  0.000
H -0.226 2.859 -3.332  0.004
H 1.063 1.643 -2.979  0.006
H -2.578 0.529 -1.515  0.000
H -2.870 1.913 -0.393  0.000
H -2.697 2.205 -2.175  0.001

## Properties
Gap between HOMO and LUMO (alpha / beta) in hartree: 0.2363 / 0.1728
Multiplicity: 4
LUMO (alpha / beta) in eV: -7.15 / -8.90
Molar mass in g/mol: 600.8
Total charge: +2
Electronic energy in Ha: -1985.8480
HOMO level (alpha / beta) in eV: -13.578 / -13.604
Strongest force on any atom in eV Å⁻¹: 6.7
Energy relative to the best compared isomer or geometry (same formula, charge and spin) in kJ/mol: 65.4
⟨S²⟩: 3.77

Record 2
Density functional theory data (ωB97M-V/def2-TZVPD) for HN3S as an isolated structure in a non-equilibrium geometry.

Last column: Löwdin spin population.
CARTESIAN COORDINATES (ANGSTROEM)
N 0.169 -1.083 0.069  0.183
N 1.348 -0.636 -0.018  0.350
N -0.459 0.082 0.420  0.382
S 0.953 1.041 0.023  0.379
H -2.011 0.595 -0.494  0.706

## Properties
Gap between HOMO and LUMO (alpha / beta) in hartree: 0.2646 / 0.2292
Multiplicity: 3
LUMO (alpha / beta) in eV: -0.92 / -4.09
Molar mass in g/mol: 75.1
Electronic energy in Ha: -562.7373
HOMO level (alpha / beta) in eV: -8.125 / -10.328
Strongest force on any atom in eV Å⁻¹: 2.6
Energy relative to the best compared isomer or geometry (same formula, charge and spin) in kJ/mol: 367.9
⟨S²⟩: 2.02